[1]
ORCA calculation (ωB97M-V/def2-TZVPD) on C11H13N3O2S3 as an isolated structure at a distorted geometry.

Element x y z (Å)
C -3.597 -0.903 -1.636
H -3.969 -1.703 -1.131
O -4.150 0.420 -1.573
C -4.484 0.662 -0.242
C -3.251 0.888 0.422
H -2.514 1.243 -0.042
H -3.575 1.760 1.423
S -2.698 -0.279 1.518
C -1.214 -0.649 0.815
N -0.621 -0.141 -0.135
N 0.463 -0.367 -0.471
C 0.864 -1.418 0.152
N 2.177 -2.348 0.005
C 3.310 -1.705 -0.548
O 4.215 -2.566 -0.747
C 3.189 -0.460 -1.100
C 3.107 0.477 -0.144
C 3.422 0.574 1.189
C 3.214 1.917 1.736
C 2.436 2.750 1.125
S 2.222 2.115 -0.687
H 1.975 3.770 1.420
H 3.326 2.095 2.894
H 3.919 -0.145 1.737
H 4.206 -0.122 -1.997
H 2.524 -0.361 -1.956
H 2.261 -3.224 0.622
S -0.103 -1.785 1.543
H -5.265 1.538 -0.168
H -5.050 -0.141 0.388
H -2.577 -0.723 -1.505
H -3.763 -1.170 -2.905

## Properties
Energy relative to the best compared isomer or geometry (same formula, charge and spin): 233.0 kcal/mol
DFT total energy: -1935.87312 Ha
Frontier orbital gap: 8.532 eV
Maximum force: 15.29 eV Å⁻¹
E_HOMO: -8.40 eV

***

[2]
ORCA calculation (ωB97M-V/def2-TZVPD) on a single C22H22N2O4S molecule at a distorted geometry.

Element x y z (Å)
C 5.826 6.143 -6.310
C 5.355 6.155 -4.863
C 4.688 4.837 -4.483
O 4.286 4.931 -3.129
C 3.674 3.879 -2.543
C 3.324 4.046 -1.198
C 2.700 3.034 -0.511
C 2.387 1.827 -1.141
C 2.745 1.659 -2.475
C 3.383 2.669 -3.171
H 3.654 2.502 -4.202
H 2.562 0.725 -2.987
C 1.726 0.785 -0.331
O 1.750 0.767 0.887
N 1.053 -0.187 -1.024
C 0.407 -1.212 -0.382
N -0.237 -2.140 -1.004
C -0.777 -3.037 -0.132
C -0.523 -2.782 1.184
S 0.427 -1.330 1.351
C -1.002 -3.552 2.371
C -2.471 -3.292 2.596
C -3.406 -4.302 2.441
C -4.771 -4.079 2.616
C -5.157 -2.804 2.946
C -4.221 -1.779 3.101
C -2.878 -1.996 2.932
H -2.163 -1.199 3.051
O -4.871 -0.618 3.431
C -6.243 -0.944 3.482
O -6.416 -2.310 3.175
H -6.795 -0.329 2.751
H -6.633 -0.740 4.492
H -5.494 -4.868 2.498
H -3.074 -5.296 2.184
H -0.836 -4.619 2.210
H -0.434 -3.239 3.249
C -1.569 -4.183 -0.664
H -2.606 -4.109 -0.339
H -1.166 -5.128 -0.302
H -1.530 -4.169 -1.749
H 0.970 -0.168 -2.029
H 2.436 3.153 0.528
H 3.563 4.984 -0.722
H 3.816 4.657 -5.126
H 5.397 4.007 -4.610
H 4.640 6.964 -4.707
H 6.200 6.323 -4.193
H 6.298 7.090 -6.560
H 4.988 5.988 -6.986
H 6.549 5.346 -6.472

## Properties
Energy relative to the best compared isomer or geometry (same formula, charge and spin): 2.2 kcal/mol
DFT total energy: -1660.21544 Ha
Frontier orbital gap: 8.358 eV
Maximum force: 1.28 eV Å⁻¹
E_HOMO: -7.76 eV

***

[3]
ORCA calculation (ωB97M-V/def2-TZVPD) on a single C24H37N3O5S molecule.

Element x y z (Å)
C 7.369 1.269 -1.409
C 6.052 0.841 -0.841
C 5.918 0.580 0.520
C 4.705 0.166 1.041
C 3.627 0.008 0.192
C 3.731 0.255 -1.163
C 4.948 0.674 -1.673
H 5.042 0.874 -2.729
H 2.867 0.128 -1.797
S 2.064 -0.487 0.886
O 1.314 -1.226 -0.091
O 2.267 -1.095 2.169
N 1.220 0.918 1.199
H 1.577 1.370 2.027
C 0.988 1.822 0.089
C 0.229 1.084 -1.013
O 0.758 0.897 -2.096
N -1.022 0.668 -0.733
C -1.715 0.962 0.507
H -1.078 0.708 1.360
H -2.602 0.329 0.529
C -2.161 2.436 0.663
C -3.566 2.561 1.284
H -4.335 2.704 0.530
C -3.429 3.750 2.231
H -4.130 3.718 3.061
C -1.980 3.590 2.677
H -1.517 4.516 3.023
H -1.899 2.830 3.468
O -1.282 3.166 1.522
H -3.552 4.689 1.691
H -3.799 1.660 1.852
H -2.114 2.928 -0.317
C -1.626 -0.273 -1.680
H -0.775 -0.709 -2.221
C -2.514 0.395 -2.748
C -2.838 -0.634 -3.830
H -3.433 -1.439 -3.408
H -1.926 -1.053 -4.251
H -3.405 -0.169 -4.633
C -3.804 1.002 -2.207
H -4.385 0.243 -1.692
H -3.597 1.819 -1.524
H -4.397 1.392 -3.032
H -1.906 1.192 -3.194
C -2.284 -1.422 -0.893
O -3.479 -1.663 -0.888
N -1.382 -2.123 -0.197
H -0.402 -1.858 -0.226
C -1.724 -3.198 0.708
H -2.812 -3.295 0.671
C -1.200 -2.893 2.126
C 0.048 -3.768 2.333
H -0.166 -4.571 3.040
C 0.364 -4.353 0.955
H 0.977 -3.651 0.390
H 0.894 -5.302 1.020
C -1.008 -4.491 0.303
H -1.540 -5.348 0.718
H -0.959 -4.600 -0.780
H 0.883 -3.183 2.715
H -0.945 -1.836 2.203
H -1.962 -3.111 2.874
H 1.930 2.180 -0.351
H 0.412 2.672 0.452
H 4.579 -0.051 2.090
H 6.768 0.702 1.174
H 7.903 0.400 -1.793
H 7.228 1.964 -2.233
H 7.989 1.737 -0.649

## Properties
Energy relative to the best compared isomer or geometry (same formula, charge and spin): 3.7 kcal/mol
DFT total energy: -1875.41498 Ha
Frontier orbital gap: 9.286 eV
Maximum force: 0.80 eV Å⁻¹
E_HOMO: -8.88 eV

***

[4]
ORCA calculation (ωB97M-V/def2-TZVPD) on C21H20I2N3O2Ti as an isolated structure.

Element x y z (Å)
Ti -0.081 -0.516 0.176
C 1.190 -0.427 -3.809
C 1.444 -0.346 -2.343
O 0.348 -0.302 -1.594
C 2.679 -0.311 -1.787
C 2.931 -0.122 -0.385
C 4.325 0.189 0.055
N 1.954 -0.173 0.480
N 2.295 0.175 1.789
C 1.225 0.383 2.468
O 0.025 0.245 1.882
C 1.250 0.738 3.892
C 2.470 0.923 4.544
C 2.487 1.249 5.888
C 1.294 1.390 6.587
C 0.080 1.204 5.942
C 0.056 0.879 4.594
H 0.607 0.439 -4.126
H 0.597 -1.315 -4.033
H 2.119 -0.463 -4.373
H 3.533 -0.332 -2.446
H 5.018 0.113 -0.778
H 4.631 -0.487 0.854
H 4.365 1.197 0.471
H 3.391 0.812 3.989
H 3.432 1.395 6.394
H 1.313 1.644 7.639
H -0.847 1.312 6.489
H -0.886 0.726 4.085
I -2.566 0.936 -0.006
C -1.663 2.731 0.715
I 0.199 3.152 -0.190
H -1.512 2.589 1.778
H -2.357 3.535 0.504
C -1.268 -2.253 0.326
C 0.065 -2.790 0.552
C 0.653 -2.711 1.833
C 1.999 -2.965 2.020
C 2.797 -3.281 0.924
C 2.244 -3.380 -0.352
C 0.901 -3.119 -0.537
C 4.213 -3.460 1.097
N 5.350 -3.582 1.203
H -1.931 -2.248 1.187
H -1.753 -2.549 -0.599
H 0.032 -2.453 2.682
H 2.437 -2.897 3.006
H 2.874 -3.643 -1.191
H 0.469 -3.184 -1.528

## Properties
Total charge: +1
Energy relative to the best compared isomer or geometry (same formula, charge and spin): 0.0 kcal/mol
DFT total energy: -2571.69634 Ha
Frontier orbital gap: 7.166 eV
Maximum force: 0.14 eV Å⁻¹
E_HOMO: -11.36 eV

***

[5]
ORCA calculation (ωB97M-V/def2-TZVPD) on a 2-piece molecular cluster, C6H10N3 overall at a distorted geometry.

Element x y z (Å)
C -0.312 1.632 0.015
C 1.085 1.313 0.022
C 0.593 -0.999 0.040
C -0.771 -0.749 0.029
C -1.124 0.574 0.011
C 2.830 -0.246 0.002
N 1.464 0.074 0.025
N -1.663 -1.796 0.067
N -3.188 0.611 -0.040
H -0.459 2.657 -0.106
H 1.915 1.983 -0.188
H 0.985 -1.960 0.187
H 3.144 -0.812 -0.928
H 3.357 0.740 -0.152
H 3.026 -0.951 0.833
H -1.562 -2.698 -0.491
H -2.700 -1.572 0.032
H -3.297 1.636 -0.279
H -3.323 0.562 0.921

## Properties
Total charge: +1
Energy relative to the best compared isomer or geometry (same formula, charge and spin): 76.3 kcal/mol
DFT total energy: -398.54471 Ha
Frontier orbital gap: 8.992 eV
Maximum force: 6.43 eV Å⁻¹
E_HOMO: -13.22 eV

***

[6]
ORCA calculation (ωB97M-V/def2-TZVPD) on C2H37O19Rb as an isolated structure at a distorted geometry.

Element x y z (Å)
Rb -0.114 -0.853 0.137
C 1.835 4.925 1.533
C 0.719 4.145 0.812
O 0.994 3.813 -0.325
O -0.365 4.040 1.417
H 1.870 4.601 2.574
H 1.575 5.973 1.684
H 2.823 4.741 1.110
O 0.191 -2.717 -2.777
H -0.713 -2.546 -2.514
H 0.182 -3.619 -3.097
O -2.588 1.742 4.011
H -2.118 1.167 3.407
H -1.942 1.964 4.682
O 1.285 -1.431 3.015
H 1.976 -0.842 3.318
H 1.386 -2.216 3.554
O 0.392 2.028 -3.529
H 1.118 1.956 -4.149
H -0.207 2.656 -3.933
O 3.469 -3.116 -1.337
H 4.372 -3.305 -1.079
H 3.440 -2.163 -1.426
O 1.506 1.194 -1.271
H 1.081 1.448 -2.091
H 1.603 2.014 -0.787
O 1.657 -4.704 -0.300
H 1.998 -4.138 -0.993
H 0.765 -4.390 -0.150
O -2.305 -1.757 -1.952
H -2.747 -0.915 -1.848
H -2.923 -2.292 -2.450
O -0.827 -3.917 0.632
H -1.753 -3.828 0.403
H -0.757 -4.791 1.016
O 2.633 1.515 3.236
H 3.525 1.396 3.562
H 2.728 1.548 2.284
O -0.219 1.161 2.381
H 0.500 1.141 3.012
H -0.191 2.045 2.014
O -4.434 -1.570 0.484
H -4.299 -0.631 0.355
H -5.251 -1.630 0.977
O 1.360 -0.683 -4.276
H 0.714 0.015 -4.165
H 1.042 -1.395 -3.722
O -2.310 1.048 -0.936
H -2.337 1.715 -0.251
H -2.326 1.544 -1.755
O -2.969 3.145 0.779
H -2.061 3.422 0.899
H -3.438 3.536 1.517
O -3.634 -4.210 -0.157
H -4.012 -3.331 -0.161
H -3.994 -4.623 0.628
O 4.104 -0.282 -1.064
H 3.287 0.195 -1.209
H 4.703 0.061 -1.727

## Properties
DFT total energy: -1552.15541 Ha
Frontier orbital gap: 7.790 eV
Maximum force: 2.94 eV Å⁻¹
E_HOMO: -8.21 eV